C28H112N56O28 | wB97M-V/def2-TZVPD

Calculated values
gap between HOMO and LUMO: 9.26 eV
energy relative to the best compared isomer or geometry (same formula, charge and spin): 93.5 kcal per mole
2S+1: 1
total charge: 0
LUMO: -0.002 Eh

CARTESIAN COORDINATES (ANGSTROEM)
1 C 9.45278 -15.82995 8.56787
2 O 10.30362 -14.99230 8.76413
3 N 9.37281 -16.82255 9.48688
4 N 8.90158 -16.00197 7.32105
5 H 9.59082 -16.49326 10.46443
6 H 8.51964 -17.36910 9.49983
7 H 7.92230 -16.19320 7.21723
8 H 9.22302 -15.23815 6.74425
9 C 15.27659 -18.77920 18.25853
10 O 14.13872 -18.37315 18.13273
11 N 15.59350 -20.05746 18.87484
12 N 16.29537 -18.35390 17.42204
13 H 16.42886 -19.98766 19.45968
14 H 14.75570 -20.30471 19.37404
15 H 16.11988 -17.63268 16.71356
16 H 17.24939 -18.64337 17.61718
17 C 17.51130 -20.69719 13.69724
18 O 17.66903 -21.03807 12.57263
19 N 17.73713 -19.39535 13.98818
20 N 17.03759 -21.53569 14.72635
21 H 17.31626 -19.04338 14.82361
22 H 17.69228 -18.85908 13.14096
23 H 16.18049 -21.19351 15.12664
24 H 16.78930 -22.37414 14.26634
25 C 18.91697 -20.81883 18.43350
26 O 18.55872 -20.23387 19.44878
27 N 18.02018 -21.07773 17.38143
28 N 20.25386 -21.29071 18.39482
29 H 17.11906 -21.03230 17.75822
30 H 18.07677 -21.77667 16.62334
31 H 20.68852 -21.60489 17.55534
32 H 20.77709 -20.92143 19.15185
33 C 12.77772 -24.62459 10.35696
34 O 13.71599 -24.04835 9.84052
35 N 12.89193 -25.75216 11.08610
36 N 11.45934 -24.10198 10.40680
37 H 13.89475 -25.88468 11.13890
38 H 12.36114 -25.68309 11.98184
39 H 10.76410 -24.80300 10.51706
40 H 11.33276 -23.27276 9.75748
41 C 11.74356 -13.39365 16.06882
42 O 11.25717 -13.06264 14.98050
43 N 12.08326 -14.68081 16.34048
44 N 11.83917 -12.50153 17.02994
45 H 12.43207 -14.90703 17.28831
46 H 12.31416 -15.29107 15.61527
47 H 12.39723 -12.64465 17.83656
48 H 11.48676 -11.60974 16.81348
49 C 10.84356 -18.13148 15.41279
50 O 9.73097 -17.76982 15.75201
51 N 11.95054 -18.06363 16.22477
52 N 11.10872 -18.64366 14.21739
53 H 11.72034 -17.75581 17.14287
54 H 12.83458 -18.51864 15.97117
55 H 12.10052 -18.83709 14.14830
56 H 10.64199 -18.49289 13.31923
57 C 13.63587 -22.42786 22.01480
58 O 14.33418 -23.14956 22.71552
59 N 13.13428 -21.27534 22.63270
60 N 13.35332 -22.73271 20.62578
61 H 13.79733 -20.94882 23.32777
62 H 12.37611 -20.60738 22.45308
63 H 13.63894 -23.68555 20.47971
64 H 12.80468 -22.19999 19.93878
65 C 13.71687 -16.57368 10.53191
66 O 13.54080 -16.91918 11.66888
67 N 12.96503 -15.65169 9.91783
68 N 14.65401 -17.09030 9.67488
69 H 12.93276 -15.62307 8.92146
70 H 12.11419 -15.35946 10.39459
71 H 14.32921 -16.84124 8.79193
72 H 14.87703 -18.08533 9.79921
73 C 7.78070 -20.37618 9.99528
74 O 7.33641 -19.47761 9.16252
75 N 7.80984 -20.03621 11.28714
76 N 8.09902 -21.60190 9.66260
77 H 7.77697 -19.05372 11.46210
78 H 8.29622 -20.64442 11.93067
79 H 8.12671 -21.68083 8.67218
80 H 8.59883 -22.17567 10.28598
81 C 10.88104 -19.56840 19.46529
82 O 11.51273 -20.50216 19.03934
83 N 11.48611 -18.43979 19.69430
84 N 9.60046 -19.71331 19.84130
85 H 12.47587 -18.57571 19.60058
86 H 11.03963 -17.78655 20.31055
87 H 9.06087 -20.53957 19.62662
88 H 8.96255 -18.95512 19.86957
89 C 8.43540 -16.07927 21.90222
90 O 9.40495 -16.54934 21.32262
91 N 8.15964 -16.36869 23.23959
92 N 7.50739 -15.24143 21.37594
93 H 8.97574 -16.14395 23.88515
94 H 7.39049 -15.81874 23.60130
95 H 7.40254 -15.28676 20.34495
96 H 6.67800 -15.20029 21.99187
97 C 13.62743 -20.94811 15.52198
98 O 13.99562 -19.88040 15.05491
99 N 13.68557 -22.07597 14.75700
100 N 13.37340 -21.00429 16.80857
101 H 13.94312 -21.83899 13.82295
102 H 13.55099 -22.96822 15.23560
103 H 12.97162 -21.84401 17.14773
104 H 13.14317 -20.24665 17.43606
105 C 12.71564 -15.56827 20.13992
106 O 13.30240 -15.49690 19.09110
107 N 11.60891 -14.60832 20.32649
108 N 13.04603 -16.41332 21.11904
109 H 10.95923 -14.68410 19.50730
110 H 10.98678 -14.87628 21.08950
111 H 13.81185 -17.04302 21.07727
112 H 12.62458 -16.20745 22.01128
113 C 6.12314 -23.04561 11.55298
114 O 7.15154 -23.07455 12.19406
115 N 5.05822 -22.21303 11.78644
116 N 5.81240 -24.02221 10.62193
117 H 5.34622 -21.44350 12.38645
118 H 4.38852 -22.08146 11.05938
119 H 5.12567 -23.78330 9.94377
120 H 6.56507 -24.67217 10.31120
121 C 11.80774 -20.24259 10.43909
122 O 11.83332 -21.31642 9.82590
123 N 12.38643 -20.16328 11.66077
124 N 11.16352 -19.08950 10.02853
125 H 12.72129 -19.23601 11.85950
126 H 13.17602 -20.76910 11.64649
127 H 11.44674 -18.18693 10.28279
128 H 10.67128 -19.13051 9.16920
129 C 14.96683 -15.67546 14.66493
130 O 15.72467 -15.60100 15.63353
131 N 14.65663 -16.84177 14.04979
132 N 14.21756 -14.63040 14.29888
133 H 15.13160 -17.61782 14.46258
134 H 14.48110 -16.92368 13.06711
135 H 13.72725 -14.69164 13.44799
136 H 14.59863 -13.82962 14.68244
137 C 8.85036 -26.35303 11.25554
138 O 8.53458 -25.95934 10.14735
139 N 8.61363 -25.72935 12.38072
140 N 9.62514 -27.46356 11.29066
141 H 8.78088 -26.22052 13.24234
142 H 8.04848 -24.89278 12.37726
143 H 10.09058 -27.63762 10.44802
144 H 9.99673 -27.92644 12.09330
145 C 11.40828 -26.60364 14.31215
146 O 10.35980 -27.29116 14.15028
147 N 12.55838 -27.19374 14.74142
148 N 11.40265 -25.32034 13.94023
149 H 12.44662 -28.10214 15.13320
150 H 13.18631 -26.68072 15.30291
151 H 12.19116 -24.78789 14.25712
152 H 10.42605 -24.97570 13.83849
153 C 15.34061 -20.96483 9.87731
154 O 15.73641 -19.81717 10.14405
155 N 14.62077 -21.25606 8.79552
156 N 15.45258 -21.92615 10.80476
157 H 13.92077 -21.96012 8.81595
158 H 14.21294 -20.44818 8.35228
159 H 16.20493 -21.76081 11.45873
160 H 15.11504 -22.86824 10.63787
161 C 6.87359 -22.29732 18.03715
162 O 7.96281 -21.70877 18.25255
163 N 6.83267 -23.27856 17.10897
164 N 5.69735 -21.89945 18.56090
165 H 7.65552 -23.46555 16.53562
166 H 5.97145 -23.65921 16.79998
167 H 5.77052 -21.01590 18.99936
168 H 4.75346 -22.08864 18.22662
169 C 9.95072 -22.14379 14.68024
170 O 9.18934 -23.11601 14.93193
171 N 10.25836 -21.87574 13.45450
172 N 10.30732 -21.34093 15.68011
173 H 10.39027 -22.76123 12.95693
174 H 10.96611 -21.16078 13.26029
175 H 9.86716 -21.36571 16.58269
176 H 10.80866 -20.47994 15.44964
177 C 7.86213 -15.89197 17.92527
178 O 7.01626 -15.33347 18.63683
179 N 7.92094 -15.69127 16.53707
180 N 8.84177 -16.63053 18.37307
181 H 8.59403 -16.01346 15.79735
182 H 7.20922 -15.00883 16.30265
183 H 8.96515 -16.66949 19.37368
184 H 9.28565 -17.24847 17.71023
185 C 4.50057 -16.80003 10.62685
186 O 3.87676 -15.76173 10.70679
187 N 4.98226 -17.31446 9.41166
188 N 4.80058 -17.38849 11.82586
189 H 4.68409 -17.08056 8.45516
190 H 5.90939 -17.62591 9.51148
191 H 5.04118 -18.37165 11.74526
192 H 4.10099 -17.32262 12.51465
193 C 4.54252 -18.55156 19.03778
194 O 4.64789 -19.63898 19.58443
195 N 5.34363 -17.47734 19.48681
196 N 3.75935 -18.32824 17.93323
197 H 5.87449 -17.75919 20.30978
198 H 5.36746 -16.55612 19.13038
199 H 3.54404 -17.48757 17.41013
200 H 3.40432 -19.20498 17.61350
201 C 6.29700 -19.66128 14.06260
202 O 5.30322 -19.82352 13.41012
203 N 6.88507 -20.77478 14.63607
204 N 6.89760 -18.45889 14.24731
205 H 6.75766 -21.49065 13.89906
206 H 7.81476 -20.61594 14.96766
207 H 7.79308 -18.43025 14.70120
208 H 6.61805 -17.68989 13.67632
209 C 11.95544 -24.74023 17.11332
210 O 12.69580 -24.16248 16.37438
211 N 10.58654 -24.80675 16.90591
212 N 12.54741 -25.29138 18.24185
213 H 9.94303 -24.95221 17.64881
214 H 10.28839 -24.10081 16.20376
215 H 12.01876 -25.99866 18.74991
216 H 13.49875 -25.34467 18.09344
217 C 9.89300 -15.74475 13.21448
218 O 9.48021 -16.74276 12.55644
219 N 8.95742 -14.86978 13.68234
220 N 11.16170 -15.42697 13.50266
221 H 9.16883 -13.98261 14.06461
222 H 7.96934 -15.02610 13.44745
223 H 11.38328 -14.41287 13.69207
224 H 11.79124 -16.13634 13.15387

Atoms 1-2, force components in eV/Å:
C 1.51 -0.99 -0.10
O 0.77 1.90 -0.18

C28H17Br2N2OPbS | wB97M-V/def2-TZVPD

Calculated values
gap between HOMO and LUMO: 6.33 eV
2S+1: 1
total charge: -1
LUMO: 0.082 Eh

CARTESIAN COORDINATES (ANGSTROEM)
1 Pb 0.50354 0.53335 -0.26017
2 Br -0.17307 4.55398 3.24057
3 C 0.31553 2.80255 3.78917
4 C 0.91424 2.64178 5.03530
5 C 1.28702 1.40016 5.47865
6 Br 2.09000 1.24724 7.20424
7 C 1.06911 0.25598 4.68086
8 C 1.41005 -1.06342 5.05556
9 C 1.15208 -2.10267 4.20825
10 C 0.55284 -1.83058 2.96512
11 N 0.22241 -0.62201 2.58863
12 C 0.46032 0.42466 3.40817
13 C 0.04384 1.73892 2.90005
14 O -0.50825 1.87041 1.77938
15 H 1.08427 3.51086 5.65613
16 H 1.87664 -1.23411 6.01684
17 H 1.39477 -3.12099 4.48397
18 H 0.34535 -2.62980 2.25848
19 S 2.24051 -3.36900 -2.89982
20 C 3.30116 -2.09046 -3.39601
21 C 4.41661 -2.14283 -4.22539
22 C 5.12429 -0.97417 -4.43887
23 C 4.72688 0.22549 -3.83818
24 C 3.61669 0.27856 -3.01950
25 C 2.89656 -0.89297 -2.79440
26 N 1.78076 -1.00588 -1.98782
27 C 1.33129 -2.21483 -1.93191
28 C 0.18550 -2.60471 -1.10116
29 C -0.29305 -3.91722 -1.16811
30 C -1.37825 -4.29777 -0.40294
31 C -1.97335 -3.36298 0.43808
32 C -1.47709 -2.06906 0.50968
33 C -0.39180 -1.63969 -0.25541
34 H 4.72243 -3.07201 -4.68793
35 H 6.00130 -0.99071 -5.07281
36 H 5.30259 1.12466 -4.01496
37 H 3.29842 1.19913 -2.54832
38 H 0.18059 -4.64284 -1.82189
39 H -1.75914 -5.30973 -0.45895
40 H -2.82672 -3.65136 1.04162
41 H -1.94177 -1.36977 1.19785
42 C -2.61131 1.68152 -4.22286
43 C -3.01013 0.68118 -3.34508
44 C -2.22409 0.36628 -2.24193
45 C -1.02890 1.03693 -1.97326
46 C -0.65553 2.03927 -2.87025
47 C -1.42627 2.36263 -3.98290
48 H -3.22024 1.92968 -5.08440
49 H -3.93468 0.14263 -3.52398
50 H -2.55418 -0.42922 -1.58088
51 H 0.26436 2.59613 -2.70219
52 H -1.10515 3.14783 -4.65893

Atoms 1-2, force components in eV/Å:
Pb -0.07 0.21 0.27
Br 0.00 -0.01 0.01

C28H17CaF6I2N4O7P | wB97M-V/def2-TZVPD

Calculated values
gap between HOMO and LUMO (spin up / spin down): 6.38 / 6.38 eV
energy relative to the best compared isomer or geometry (same formula, charge and spin): 38.4 kcal per mole
⟨S²⟩: 0.76
2S+1: 2
total charge: -1
LUMO (spin up / spin down): 0.041 / 0.041 Eh

CARTESIAN COORDINATES (ANGSTROEM)
1 Ca -0.18457 0.19068 0.23123
2 I 5.01156 1.03423 0.15510
3 C 3.76291 0.83264 1.79253
4 C 4.33237 0.75290 3.07850
5 C 3.55654 0.61354 4.19141
6 I 4.48854 0.51871 6.04626
7 C 2.13945 0.55141 4.06745
8 C 1.24522 0.40401 5.15439
9 C -0.10030 0.36888 4.94894
10 C -0.58595 0.48193 3.63505
11 N 0.20918 0.61130 2.60466
12 C 1.56931 0.64111 2.78302
13 C 2.39073 0.77908 1.57141
14 O 1.84640 0.85824 0.41040
15 H 5.40868 0.80310 3.17433
16 H 1.64857 0.31610 6.15510
17 H -0.79280 0.25325 5.77163
18 H -1.65007 0.45823 3.42371
19 N -0.58314 1.15136 -2.17969
20 C -0.21608 2.05548 -3.20665
21 C 0.02597 1.54548 -4.47803
22 C 0.35832 2.37816 -5.53160
23 C 0.43726 3.74591 -5.32190
24 C 0.22206 4.24804 -4.04935
25 C -0.08111 3.42951 -2.96151
26 C -0.19595 4.02047 -1.59053
27 C -0.23011 5.40453 -1.35930
28 C -0.30257 5.92366 -0.07591
29 C -0.34472 5.08311 1.03311
30 C -0.31116 3.70657 0.85028
31 C -0.22915 3.26137 -0.44552
32 H -0.62495 0.18806 -2.49499
33 H -1.48161 1.40291 -1.77258
34 H -0.06480 0.47654 -4.63248
35 H 0.54083 1.95891 -6.51300
36 H 0.67474 4.41854 -6.13570
37 H 0.32098 5.31335 -3.89640
38 H -0.21213 6.09434 -2.19244
39 H -0.32803 6.99725 0.05876
40 H -0.40900 5.49245 2.03403
41 H -0.34669 3.02985 1.69702
42 F -2.20067 -0.29558 0.91440
43 P -3.67103 0.27857 0.24255
44 F -2.88260 1.69293 0.04668
45 F -3.10551 -0.16344 -1.20507
46 F -4.09719 0.71862 1.72084
47 F -4.29057 -1.17037 0.45687
48 F -5.00953 0.85734 -0.38502
49 O 0.40508 -1.90583 0.95058
50 C -0.01523 -2.34955 -0.14677
51 O -0.32459 -1.63070 -1.14238
52 C -0.17167 -3.83874 -0.30052
53 C 0.54425 -4.69331 0.52620
54 C 0.39072 -6.05216 0.35536
55 C -0.45703 -6.61117 -0.57532
56 C -1.15072 -5.72200 -1.36746
57 C -1.02802 -4.35319 -1.26474
58 N -2.07108 -6.28716 -2.39985
59 O -2.61419 -5.50217 -3.14530
60 O -2.33117 -7.47098 -2.32134
61 N 1.17729 -6.98134 1.22349
62 O 1.00931 -8.17275 1.06172
63 O 1.92460 -6.48421 2.03603
64 H 1.20051 -4.29130 1.28438
65 H -0.56754 -7.67764 -0.68102
66 H -1.57814 -3.68899 -1.91509

Atoms 1-2, force components in eV/Å:
Ca -0.10 0.91 -0.56
I 0.09 0.02 -0.18

C28H17F12N4OW | wB97M-V/def2-TZVPD

Calculated values
gap between HOMO and LUMO: 5.68 eV
energy relative to the best compared isomer or geometry (same formula, charge and spin): 12.9 kcal per mole
2S+1: 1
total charge: -1
LUMO: 0.090 Eh

CARTESIAN COORDINATES (ANGSTROEM)
1 W 0.32456 -1.04061 0.01769
2 C 3.64993 -0.16621 -0.28798
3 N 2.68786 -1.25359 -0.10987
4 C 2.70790 -2.15600 -1.28121
5 C 2.11735 -1.44056 -2.49135
6 N 0.79019 -0.86413 -2.21363
7 C 0.17924 -0.32766 -3.32283
8 C -1.22238 -0.13465 -3.39724
9 F -2.00167 -0.53110 -2.39519
10 C -1.88105 0.38963 -4.48958
11 F -3.21617 0.50673 -4.45771
12 C -1.20030 0.75987 -5.63150
13 F -1.84581 1.26359 -6.69801
14 C 0.16166 0.58605 -5.63146
15 F 0.87891 0.94917 -6.70851
16 C 0.82052 0.07371 -4.52561
17 F 2.17158 0.04773 -4.67255
18 C 2.95218 -1.94676 1.16696
19 C 2.33278 -1.14122 2.31747
20 N 0.91685 -0.99780 2.05162
21 C 0.09751 -0.57216 3.08466
22 C 0.31792 0.60702 3.80291
23 F 1.38160 1.37592 3.49694
24 C -0.53861 1.06095 4.79001
25 F -0.28774 2.21257 5.43139
26 C -1.67120 0.33645 5.09435
27 F -2.51550 0.76344 6.04627
28 C -1.92007 -0.84653 4.42051
29 F -2.99354 -1.57296 4.75481
30 C -1.04330 -1.29824 3.45366
31 F -1.27381 -2.48548 2.90476
32 H 4.65557 -0.58126 -0.43316
33 H 3.65996 0.47128 0.59280
34 H 3.38904 0.43914 -1.15322
35 H 2.14665 -3.05039 -1.02558
36 H 3.74403 -2.44699 -1.51604
37 H 2.10730 -2.18717 -3.29680
38 H 2.83262 -0.67935 -2.80788
39 H 4.03359 -2.04315 1.34330
40 H 2.49965 -2.93546 1.11576
41 H 2.85562 -0.17616 2.39348
42 H 2.57738 -1.69075 3.23752
43 F -4.90074 -2.38409 0.43551
44 C -3.99464 -1.36967 0.41672
45 C -2.67519 -1.65838 0.27989
46 C -1.69709 -0.61757 0.24653
47 C -2.20086 0.71082 0.37854
48 C -3.58060 0.92748 0.51685
49 F -4.04797 2.20202 0.63986
50 C -4.50601 -0.07186 0.54008
51 C -1.19928 1.75469 0.32710
52 C -1.40513 3.14647 0.42588
53 C -0.33611 4.00389 0.37276
54 C 0.95646 3.49753 0.22039
55 C 1.09564 2.13600 0.12271
56 N 0.06288 1.27900 0.16825
57 H -2.36982 -2.69136 0.18925
58 H -5.56085 0.12813 0.65016
59 H -2.40420 3.52862 0.54514
60 H -0.50084 5.07166 0.45120
61 H 1.82347 4.14186 0.17981
62 H 2.06995 1.69000 -0.00122
63 O -0.00784 -2.70214 -0.07544

Atoms 1-2, force components in eV/Å:
W 0.07 -0.16 -0.30
C -0.03 0.01 -0.08